(1)
Formula: C6H12FNO2S
Source: OMol25
Level of theory: ωB97M-V/def2-TZVPD

Last column: natural (NBO) charge in e.
Geometry (Å):
F 1.55174 -0.46608 0.92040  -0.51
S 0.22397 0.49907 1.07158  2.37
C -1.06538 -0.60859 1.33602  -0.64
C -2.34201 -0.25306 1.03159  -0.25
O 0.47630 1.24310 2.27434  -0.89
O 0.16596 1.17950 -0.18460  -0.91
H -0.76564 -1.56046 1.79148  0.26
H -3.11868 -0.69794 1.65539  0.24
H -2.52474 0.63705 0.40391  0.23
C -5.31594 -3.10538 -0.52036  -0.42
C -6.03010 -1.83139 -1.00245  -0.42
C -4.97925 -0.70872 -0.97948  -0.22
N -3.78631 -1.21616 -0.25987  -0.61
C -3.85743 -2.69547 -0.23401  -0.22
H -5.78467 -3.40876 0.42334  0.21
H -5.36164 -3.94444 -1.22286  0.22
H -6.49582 -1.92034 -1.98845  0.22
H -6.80186 -1.59319 -0.26473  0.21
H -4.67199 -0.36397 -1.98138  0.19
H -5.38838 0.16904 -0.47630  0.19
H -2.95048 -0.93497 -0.77235  0.38
H -3.55047 -3.07367 0.74278  0.19
H -3.13906 -3.11412 -0.95768  0.19

Summary:
Calculated total energy = -939.00562 hartree
Highest occupied orbital energy = -0.3287 hartree
SMILES = C=CS(=O)(=O)F.C1CCNC1
Lowest unoccupied orbital energy = 0.41 eV
Gap between HOMO and LUMO = 0.344 Ha
Multiplicity = 1

(2)
Formula: C14H26MoN2OP2
Source: OMol25
Level of theory: ωB97M-V/def2-TZVPD

Last column: Mulliken spin population.
Geometry (Å):
Mo 0.25987 -0.53379 0.21295  2.10
C 1.56934 3.48879 0.66679  0.00
C 1.80691 2.05717 0.43811  0.03
O 0.79508 1.20368 0.60746  0.06
N 2.94413 1.55336 0.07515  0.02
C 3.22760 0.11113 -0.06749  -0.02
C 2.72049 -0.53599 -1.35079  0.04
C 3.51172 -0.64805 -2.46450  0.00
C 3.01592 -1.27512 -3.61236  0.03
C 1.71965 -1.78105 -3.61764  0.00
C 0.95622 -1.64427 -2.48440  0.02
N 1.44524 -1.04422 -1.36247  -0.02
H 1.20852 3.63440 1.68967  0.00
H 0.78321 3.84561 -0.00494  0.00
H 2.47311 4.07588 0.51355  0.00
H 3.71739 2.20411 -0.05366  0.00
H 2.83919 -0.40308 0.81931  -0.01
H 4.30776 -0.00933 -0.01738  0.00
H 4.52505 -0.26460 -2.44723  0.00
H 3.64119 -1.36463 -4.49429  0.00
H 1.30805 -2.27117 -4.49104  0.00
H -0.06002 -2.01451 -2.44571  0.00
C 1.66909 -2.66205 2.93901  0.00
P 0.32532 -2.49991 1.75865  -0.15
C 0.35426 -3.90707 0.62339  0.02
C -1.27955 -2.49965 2.61646  0.03
C -2.43364 -2.30108 1.62631  0.01
P -2.19992 -0.82151 0.59009  -0.15
C -2.39689 0.64424 1.63705  0.02
C -3.39897 -0.79517 -0.74260  0.00
H 1.46962 -3.56138 3.53236  0.00
H 1.71138 -1.80646 3.61432  0.00
H 2.62655 -2.79142 2.43335  0.00
H 0.09525 -4.79112 1.21762  0.00
H 1.35800 -4.04111 0.21943  0.00
H -0.36500 -3.83150 -0.19284  0.00
H -1.25924 -1.72595 3.38758  0.00
H -1.37538 -3.45663 3.13892  -0.01
H -3.37989 -2.15991 2.15843  -0.01
H -2.57079 -3.16491 0.97214  0.00
H -3.34735 0.53029 2.17067  0.00
H -2.44510 1.54477 1.02353  0.00
H -1.61077 0.75263 2.38694  -0.01
H -4.38776 -0.79192 -0.26862  0.00
H -3.31439 -1.68322 -1.37006  0.00
H -3.29904 0.10381 -1.35192  0.00

Summary:
Calculated total energy = -1483.13298 hartree
Net charge = +4
Highest occupied orbital energy (alpha / beta) = -0.8599 / -0.8603 hartree
Lowest unoccupied orbital energy (alpha / beta) = -15.67 / -15.57 eV
Gap between HOMO and LUMO (alpha / beta) = 0.284 / 0.288 Ha
Multiplicity = 3

(3)
Formula: C4H36BO26
Source: OMol25
Level of theory: ωB97M-V/def2-TZVPD

Last column: natural (NBO) charge in e.
Geometry (Å):
O -2.63802 0.80466 1.93829  -0.59
C -1.53779 0.70160 1.59866  0.68
O -1.23468 0.23594 0.51665  -0.62
B 0.19491 0.32361 0.33575  1.15
O 0.67152 0.71355 1.72009  -0.59
C -0.38110 1.04571 2.32986  0.67
O -0.35046 1.28671 3.47002  -0.59
O 0.63153 1.21059 -0.62196  -0.63
C 1.26951 0.54568 -1.49076  0.71
O 1.66131 0.97659 -2.53317  -0.64
C 1.39398 -0.81427 -1.12008  0.77
O 0.75198 -0.92983 -0.02104  -0.61
O 2.14340 -1.63487 -1.60927  -0.65
O -0.95948 -1.79905 -1.71701  -0.98
H -0.38010 -2.17758 -2.39698  0.48
H -1.01904 -0.93658 -2.03199  0.48
O 3.39221 -3.81730 -0.30283  -1.03
H 2.91622 -3.04117 -0.79598  0.51
H 2.90498 -4.25337 0.51219  0.49
O -4.23328 2.63035 3.61787  -0.93
H -3.61419 2.03123 3.20199  0.48
H -3.61430 3.00939 4.16417  0.44
O -4.10081 1.41008 0.03815  -1.00
H -4.08010 0.39645 -0.29376  0.44
H -3.21873 1.84513 -0.35182  0.46
O 0.29894 -2.86643 2.30817  -0.99
H -0.39495 -2.90518 1.61727  0.46
H -0.25884 -2.27495 2.90657  0.45
O 0.23840 1.47673 -4.71633  -0.93
H -0.33391 0.88061 -5.23176  0.47
H 0.76531 0.93896 -4.16716  0.48
O 4.32000 -1.30443 -3.45437  -0.92
H 3.61767 -1.81578 -3.78121  0.48
H 4.61913 -0.75081 -4.03121  0.45
O 3.31489 3.12152 -0.82153  -0.92
H 3.58463 2.34209 -1.03875  0.46
H 4.04058 3.66835 -1.22653  0.46
O -1.51331 -2.74330 0.91028  -0.91
H -1.26274 -2.43381 0.15226  0.50
H -2.47732 -2.69693 1.00823  0.49
O 0.13310 -3.37833 -3.84641  -0.98
H 0.28364 -4.25215 -4.18824  0.50
H 0.92065 -2.76856 -3.73434  0.49
O -1.01053 2.10074 6.07382  -0.98
H -0.95910 1.57441 5.23307  0.51
H -1.50959 3.03026 5.91448  0.46
O -1.32683 0.79954 -2.73660  -1.01
H -0.57071 1.26664 -3.10787  0.48
H -1.54176 1.46636 -2.01223  0.48
O 4.37923 0.37464 -1.18426  -0.98
H 4.66813 -0.12653 -0.49014  0.49
H 4.00680 -0.03064 -1.87852  0.49
O -4.72368 -0.28702 2.95167  -0.91
H -4.99251 -1.20229 2.55180  0.45
H -4.23204 0.01509 2.29640  0.48
O -2.38381 2.54297 -1.06770  -0.86
H -2.52842 3.21757 -1.65305  0.51
H -1.60767 2.70689 -0.59544  0.50
O 3.52042 1.71300 -4.51808  -0.94
H 4.09514 1.09685 -4.84562  0.44
H 3.16028 1.28391 -3.67250  0.49
O 2.49098 0.35564 4.43408  -0.97
H 1.61257 0.65009 3.93581  0.49
H 2.20432 -0.26153 5.10034  0.46
O -2.72411 -1.28516 4.16006  -0.97
H -3.35582 -0.70006 3.89694  0.48
H -3.13665 -2.30224 4.39158  0.46

Summary:
Calculated total energy = -2155.15891 hartree
Net charge = -1
Highest occupied orbital energy = -0.2698 hartree
Lowest unoccupied orbital energy = 1.69 eV
Gap between HOMO and LUMO = 0.332 Ha
Multiplicity = 1

(4)
Formula: C2H10N2O
Source: OMol25
Level of theory: ωB97M-V/def2-TZVPD

Last column: natural (NBO) charge in e.
Geometry (Å):
C -0.39550 -0.87725 1.21160  -0.43
N 0.76535 -0.66991 0.36401  -0.66
C 1.42149 0.59904 0.57078  -0.07
N 0.63835 1.81265 0.22230  -0.85
H -0.98731 -1.80776 1.22944  0.22
H 0.01649 -0.74159 2.21638  0.20
H -1.11502 -0.06004 1.01622  0.15
H 0.76531 -0.99759 -0.58805  0.36
H 2.17510 0.68493 -0.20670  0.18
H 2.00422 0.44011 1.48280  0.19
H -0.32905 1.61219 0.43362  0.35
H 0.71642 2.08589 -0.74249  0.36
H -1.66582 -0.64206 -3.16117  0.47
H -1.75621 -0.84756 -1.63240  0.47
O -2.25380 -0.59106 -2.41635  -0.94

Summary:
Calculated total energy = -266.89952 hartree
Highest occupied orbital energy = -0.3191 hartree
SMILES = CNCN.O
Lowest unoccupied orbital energy = 0.66 eV
Gap between HOMO and LUMO = 0.343 Ha
Multiplicity = 1

(5)
Formula: C6H15NO
Source: OMol25
Level of theory: ωB97M-V/def2-TZVPD

Last column: natural (NBO) charge in e.
Geometry (Å):
C -0.91622 -0.18355 -0.06106  0.63
C 1.73190 0.26248 0.19724  -0.10
C -1.04760 -1.15820 -1.18604  -0.69
C -2.76022 -0.69477 1.48661  -0.62
C 1.70322 1.75487 0.14069  -0.68
C 2.22183 -0.44601 -1.02408  -0.67
N -0.26905 -0.50211 1.02379  -0.66
O -1.28220 1.06430 -0.44536  -0.69
H -1.28389 1.65532 0.31945  0.48
H -0.29752 0.21809 1.73962  0.34
H 2.10753 -0.14860 1.12957  0.18
H -0.59226 -0.76281 -2.09282  0.23
H -0.59744 -2.10781 -0.91329  0.24
H -2.10892 -1.31026 -1.38738  0.24
H -3.48808 -0.33470 0.76853  0.17
H -2.68936 -1.76889 1.58616  0.18
H -2.70203 -0.13687 2.41436  0.17
H 1.29066 2.19669 1.05044  0.20
H 2.08945 -1.52666 -0.95199  0.22
H 1.15560 2.12145 -0.73246  0.21
H 2.72125 2.16760 0.04303  0.21
H 1.71449 -0.09470 -1.92727  0.20
H 3.29888 -0.26484 -1.17777  0.21

Summary:
Calculated total energy = -367.42130 hartree
Highest occupied orbital energy (alpha / beta) = -0.2821 / -0.2379 hartree
Lowest unoccupied orbital energy (alpha / beta) = 0.76 / 0.68 eV
Gap between HOMO and LUMO (alpha / beta) = 0.310 / 0.263 Ha
Multiplicity = 1

(6)
Formula: C38H49NO30S
Source: OMol25
Level of theory: ωB97M-V/def2-TZVPD

Last column: Löwdin charge in e.
Geometry (Å):
C 4.73086 1.76570 1.32964  -0.16
C 4.07215 2.86800 0.36375  -0.52
S 3.18725 2.17360 -1.10199  0.81
C 1.85597 0.99873 -0.57451  -0.43
C 0.98580 1.46783 0.67284  -0.12
C 0.66385 0.50674 1.65689  -0.16
N 1.03619 -0.91121 1.64501  0.10
C -0.19546 0.99300 2.92906  -0.25
O 0.06136 0.56953 4.07321  0.05
C -1.33065 2.06645 2.59985  0.06
C -1.01058 3.03285 1.60448  -0.09
C -2.14044 4.10733 1.26619  -0.08
C -1.61782 5.61169 1.18122  -0.19
O -1.74784 6.18862 0.06830  -0.02
C 0.41700 2.93295 0.90666  -0.22
O 0.99312 3.99051 0.58430  0.05
H 3.94777 1.05892 1.79291  0.06
H 5.59725 1.20242 0.85031  0.08
H 5.14910 2.35700 2.22839  0.08
H 3.45047 3.55014 1.02758  0.07
H 4.92487 3.53207 -0.06010  0.06
H 1.14493 0.76282 -1.44934  0.10
H 2.36263 0.00246 -0.31690  0.07
H 0.25948 -1.39381 2.14111  0.10
H 0.90845 -1.21634 0.65907  0.09
H -2.34534 2.06505 3.11092  0.13
H -2.62296 3.81700 0.26859  0.11
H -2.94071 4.05542 2.09193  0.13
H -1.17453 6.20192 2.04955  0.13
C 1.10944 -5.44368 1.07705  -0.12
C 0.14332 -5.73887 2.18222  -0.12
O -0.94308 -4.86046 1.89977  0.06
C -0.89297 -4.57632 0.57064  -0.56
O -1.75600 -4.00023 -0.02972  0.14
O 0.26024 -5.02936 0.01099  0.06
H 1.69430 -6.31857 0.79003  0.14
H 1.79214 -4.62515 1.32381  0.11
H -0.22094 -6.77109 2.15691  0.09
H 0.56344 -5.53448 3.16852  0.14
C 4.63597 -2.19170 4.93718  -0.12
C 4.95867 -1.07559 3.99318  -0.12
O 5.06776 -1.73680 2.73839  0.06
C 4.34568 -2.88356 2.82807  -0.54
O 4.08804 -3.59394 1.89664  0.13
O 3.95061 -3.12238 4.10598  0.07
H 4.00582 -1.86999 5.76134  0.10
H 5.53167 -2.67103 5.34168  0.15
H 4.15695 -0.33388 3.93340  0.13
H 5.89061 -0.56991 4.24836  0.14
C -3.83297 -8.24750 -0.21204  -0.13
C -4.19068 -7.64876 1.11470  -0.12
O -3.07623 -7.99047 1.92929  0.07
C -2.02059 -8.19359 1.09859  -0.53
O -0.88799 -8.33155 1.46700  0.13
O -2.41158 -8.21764 -0.20200  0.08
H -4.22787 -7.67203 -1.04998  0.14
H -4.16405 -9.28566 -0.30662  0.14
H -4.27751 -6.55930 1.07302  0.14
H -5.11316 -8.06218 1.52418  0.14
C -5.04005 2.34434 -3.07617  -0.15
C -5.28510 3.46254 -2.10927  -0.12
O -4.90888 2.89351 -0.86040  0.05
C -4.03922 1.88059 -1.12653  -0.56
O -3.40225 1.30218 -0.29352  0.15
O -3.98631 1.61248 -2.45762  0.08
H -4.74006 2.70142 -4.05499  0.11
H -5.90827 1.68881 -3.18669  0.14
H -4.65248 4.33306 -2.30629  0.14
H -6.32862 3.77956 -2.09388  0.14
C -6.97726 0.14272 -7.21363  -0.12
C -5.73900 -0.27707 -6.48073  -0.12
O -5.22475 0.95612 -5.99277  0.07
C -6.26679 1.82379 -5.91912  -0.54
O -6.21299 2.89883 -5.39031  0.12
O -7.37553 1.31839 -6.51842  0.08
H -7.76095 -0.61468 -7.17748  0.14
H -6.77968 0.39966 -8.25803  0.14
H -5.95585 -0.93075 -5.63122  0.14
H -5.01579 -0.77016 -7.13103  0.14
C 4.85240 -5.28737 -1.65974  -0.13
C 5.83795 -4.61212 -0.75496  -0.14
O 7.09277 -5.00111 -1.30097  0.06
C 6.88175 -5.31430 -2.60794  -0.55
O 7.75212 -5.52079 -3.40167  0.15
O 5.55186 -5.36130 -2.89575  0.06
H 3.92841 -4.71818 -1.76933  0.13
H 4.60779 -6.30165 -1.33062  0.13
H 5.75948 -3.52201 -0.78994  0.14
H 5.74562 -4.94042 0.28043  0.12
C -6.08406 6.55766 -6.66312  -0.13
C -7.01753 6.27575 -5.52532  -0.14
O -8.11233 7.14509 -5.78407  0.06
C -8.10364 7.41334 -7.11839  -0.55
O -8.98318 7.97748 -7.69876  0.16
O -6.96440 6.95460 -7.70665  0.06
H -5.50513 5.68049 -6.95502  0.13
H -5.39692 7.38108 -6.44756  0.13
H -7.37809 5.24343 -5.52564  0.12
H -6.56951 6.49425 -4.55483  0.13
C 1.00410 -2.46153 8.71773  -0.13
C 1.38273 -3.56569 7.77704  -0.12
O 2.60385 -3.10186 7.21613  0.05
C 3.14196 -2.21834 8.09978  -0.54
O 4.24817 -1.76725 8.01475  0.15
O 2.26282 -1.91435 9.09094  0.07
H 0.46377 -2.82522 9.59252  0.14
H 0.41009 -1.68232 8.23184  0.14
H 1.56778 -4.51164 8.29397  0.14
H 0.63446 -3.72721 7.00018  0.14
C 6.61908 7.70360 -0.27052  -0.13
C 5.67620 7.31036 -1.36802  -0.13
O 6.09190 5.98928 -1.68784  0.07
C 6.72312 5.49039 -0.59138  -0.55
O 7.04860 4.34635 -0.46275  0.15
O 6.93500 6.45924 0.33999  0.07
H 6.16203 8.38429 0.44878  0.14
H 7.54012 8.15469 -0.65081  0.13
H 4.63450 7.28270 -1.03566  0.14
H 5.75297 7.96347 -2.23817  0.14

Summary:
Calculated total energy = -4187.48478 hartree
Highest occupied orbital energy = -0.2981 hartree
SMILES = CCSCC1=C(N)C(=O)C=C(CC=O)C1=O.O=C1OCCO1.O=C1OCCO1.O=C1OCCO1.O=C1OCCO1.O=C1OCCO1.O=C1OCCO1.O=C1OCCO1.O=C1OCCO1.O=C1OCCO1
Lowest unoccupied orbital energy = -0.78 eV
Gap between HOMO and LUMO = 0.269 Ha
Multiplicity = 1

(7)
Formula: CH9N5
Source: OMol25
Level of theory: ωB97M-V/def2-TZVPD

Last column: natural (NBO) charge in e.
Geometry (Å):
C 1.25820 -0.32749 -0.05414  -0.09
N 1.04183 -0.33716 -1.46386  -0.21
N 0.36971 0.61039 0.67578  -0.34
N -1.65421 0.99941 1.66237  -0.50
N -0.02638 -1.09361 -1.87415  -0.45
N -0.63450 0.26924 1.39499  -0.01
H 0.99683 -1.29525 0.24939  0.23
H 2.26539 -0.16221 0.13098  0.27
H 0.85782 0.65190 -1.91264  0.42
H 0.60346 1.60776 0.43460  0.45
H -1.71753 2.06681 1.51545  0.46
H -2.17324 0.73465 2.48412  0.45
H -0.71930 -0.83992 -2.60070  0.45
H 0.35054 -2.03362 -1.93954  0.42
H -0.65468 -0.69106 1.74651  0.45

Summary:
Calculated total energy = -316.42080 hartree
Net charge = +2
Highest occupied orbital energy (alpha / beta) = -0.7272 / -0.6396 hartree
SMILES = NNCN[NH+]=[NH2+]
Lowest unoccupied orbital energy (alpha / beta) = -9.48 / -11.56 eV
Gap between HOMO and LUMO (alpha / beta) = 0.379 / 0.215 Ha
Multiplicity = 1

(8)
Formula: C12H25BiCl2N3
Source: OMol25
Level of theory: ωB97M-V/def2-TZVPD

Last column: natural (NBO) charge in e.
Geometry (Å):
Bi -0.29983 -0.75574 -1.83528  1.36
Cl -0.31946 1.75878 -2.33044  -0.69
Cl -0.42991 -2.71150 -0.11263  -0.72
C -2.42799 -0.79822 -2.02989  -1.30
H -2.98335 -1.72845 -1.92929  0.20
H -2.89556 -0.03137 -2.64749  0.21
C 2.98222 -0.31827 -0.71419  -0.22
C 2.57117 -0.82909 -1.84683  -0.20
H 2.88278 -0.87045 0.22763  0.21
C 2.81177 -0.18873 -3.20410  -0.45
H 2.17900 -1.85937 -1.87153  0.22
C 3.65068 1.09958 -3.11375  -0.39
H 3.32363 -0.90092 -3.86828  0.20
H 1.85179 0.05711 -3.69045  0.23
C 3.35464 1.89310 -1.84473  -0.41
H 4.71462 0.83232 -3.11207  0.18
H 3.47757 1.71866 -4.00084  0.20
C 3.61603 1.03141 -0.59610  -0.43
H 3.97319 2.79792 -1.81651  0.19
H 2.29822 2.19245 -1.84657  0.24
H 4.70610 0.93495 -0.46684  0.19
H 3.25647 1.54429 0.30765  0.21
C -4.16519 -0.72594 0.87868  -0.40
N -3.06912 -0.57298 1.81528  -0.48
C -3.10859 -1.45755 2.97084  -0.40
C -1.87253 -0.08281 1.32994  0.62
N -1.62509 0.11880 0.06601  -0.88
N -0.89851 0.21476 2.24133  -0.46
C -1.19788 0.56557 3.61201  -0.40
C 0.39556 0.59169 1.72267  -0.41
H -5.02679 -1.10345 1.43585  0.18
H -3.90420 -1.41545 0.06299  0.22
H -4.40854 0.24815 0.43831  0.21
H -2.19625 -2.06582 3.06140  0.21
H -3.25781 -0.88663 3.89690  0.17
H -3.96991 -2.12700 2.85219  0.20
H -2.38690 -0.21713 -0.74818  0.38
H -0.96457 -0.26166 4.29920  0.18
H -0.57621 1.42210 3.90598  0.19
H -2.25176 0.84454 3.72325  0.20
H 0.82799 -0.25468 1.17094  0.22
H 0.31765 1.45089 1.04100  0.22
H 1.04485 0.84618 2.56593  0.18

Summary:
Calculated total energy = -1771.46408 hartree
Net charge = -1
Highest occupied orbital energy = -0.1000 hartree
Lowest unoccupied orbital energy = 3.05 eV
Gap between HOMO and LUMO = 0.212 Ha
Multiplicity = 1

- The lowest calculated total energy belongs to which entry?
  C38H49NO30S

- Number 8 is which compound?
  C12H25BiCl2N3

- Which of these has the highest multiplicity?
  C14H26MoN2OP2

- Look up the calculated total energy of the first one.
  -939.00562 hartree